116
Properties=species:S:1:pos:R:3:forces:R:3:mulliken_charge:R:1 method="wB97M-V/def2-TZVPD" charge=-2 total_energy_ha=-2792.93043 e_homo_ev=-1.4 homo_lumo_gap_ha=0.194 de_lowest_kcal_mol=32.0
Pd -0.48744 0.34179 -0.34384 -0.4 -0.2 0.1 0.19
C 4.05577 -0.75797 1.78244 -0.1 0.0 0.0 -1.56
C 3.93605 -0.78119 0.25840 0.0 -0.1 0.0 -0.11
C 3.40977 0.54666 -0.27932 -0.1 -0.3 0.1 -0.51
C 3.07242 -1.92360 -0.20220 -0.2 0.0 0.1 -0.01
C 3.45405 -3.12622 -0.82334 0.1 0.0 -0.1 -0.96
C 2.27756 -3.81075 -1.04168 -0.1 0.0 -0.2 0.37
C 2.13151 -5.11626 -1.77647 0.1 -0.1 0.0 0.15
C 1.25773 -5.01422 -3.02694 0.0 0.0 0.0 -1.20
C 1.70070 -6.28823 -0.88906 0.0 0.0 0.0 -1.44
N 1.27318 -3.04279 -0.55290 0.0 0.1 0.1 0.86
N 1.75969 -1.89030 -0.03951 0.1 -0.1 0.0 -0.11
B -0.24677 -3.26857 -0.61966 0.0 0.1 -0.1 -1.14
N -1.02391 -2.63764 0.57853 0.1 0.1 0.1 1.10
N -1.40139 -1.32454 0.60280 0.0 -0.4 0.0 0.73
C -2.21193 -1.16992 1.64542 0.1 0.1 0.0 -0.81
C -2.33755 -2.38284 2.33411 -0.2 0.0 0.0 -0.39
C -1.57765 -3.29049 1.62523 0.2 0.0 0.0 0.15
C -1.29909 -4.70568 2.06190 0.0 0.0 0.0 -0.01
C -1.92536 -5.80698 1.19949 0.0 -0.1 0.0 -1.19
C 0.19585 -4.94398 2.29080 0.0 0.0 0.0 -1.21
C -2.85956 0.15210 1.95553 0.0 0.0 0.1 1.60
C -3.55361 0.11833 3.31514 0.0 0.0 0.0 -1.96
C -3.84621 0.53757 0.85263 0.0 0.0 0.0 -1.49
N -0.83421 -2.71017 -1.94094 0.1 0.2 0.0 1.02
N -0.23863 -1.69916 -2.61194 -0.1 -0.1 -0.1 -0.99
C -1.05633 -1.38604 -3.60603 0.2 -0.1 0.0 -0.08
C -2.19634 -2.21213 -3.60017 -0.1 0.0 0.0 -0.86
C -2.01716 -3.03316 -2.50690 0.0 -0.1 0.2 0.15
C -2.93900 -4.05346 -1.90846 0.0 0.0 0.0 2.38
C -3.44818 -5.03674 -2.96141 0.0 0.0 0.0 -1.93
C -4.09306 -3.36733 -1.17131 0.1 0.0 0.0 -1.25
C -0.73493 -0.23930 -4.51590 0.0 0.1 0.1 0.85
C -0.51740 -0.68906 -5.95953 0.0 0.0 0.0 -1.58
C -1.84056 0.81482 -4.42359 0.1 0.0 0.0 -1.39
H 4.70413 0.05591 2.11372 0.0 0.0 0.0 0.45
H 3.06817 -0.60104 2.21979 0.0 0.0 0.0 0.14
H 4.45146 -1.70524 2.15752 0.0 0.0 0.0 0.46
H 4.93387 -0.94332 -0.16622 0.0 0.0 0.0 0.24
H 2.34997 0.67829 -0.05261 0.0 -0.1 0.2 -0.49
H 3.96692 1.38683 0.14327 0.0 -0.2 0.1 0.62
H 3.50359 0.56461 -1.36928 -0.2 -0.2 0.2 0.18
H 4.44792 -3.44465 -1.10025 0.0 0.0 0.0 0.44
H 3.14950 -5.33933 -2.11490 0.0 0.0 0.0 0.50
H 0.22355 -4.77448 -2.77878 0.0 0.0 0.0 0.04
H 1.62164 -4.22674 -3.68849 0.0 0.0 0.0 0.35
H 1.27165 -5.96452 -3.56984 0.0 0.0 0.0 0.50
H 0.64819 -6.20844 -0.61367 0.1 0.0 0.0 0.08
H 1.84022 -7.23515 -1.41891 0.0 0.0 0.0 0.56
H 2.28830 -6.31626 0.03000 0.0 0.0 0.0 0.30
H -0.46560 -4.44966 -0.57718 0.1 0.1 0.0 -0.31
H -2.90020 -2.58366 3.23123 0.0 0.0 0.0 0.46
H -1.79446 -4.76910 3.03669 0.0 0.0 0.0 0.44
H -1.36270 -5.97556 0.28242 0.0 0.0 0.0 -0.05
H -1.93483 -6.74566 1.76096 0.0 0.0 0.0 0.53
H -2.95379 -5.55958 0.92831 0.0 0.0 0.0 0.22
H 0.76474 -4.75495 1.38145 0.0 0.0 0.0 0.14
H 0.57888 -4.27409 3.06189 0.0 0.0 0.0 0.38
H 0.37740 -5.97701 2.60220 0.0 0.0 0.0 0.37
H -2.06703 0.90393 1.98802 0.0 0.0 -0.1 -0.28
H -4.33974 -0.64243 3.33695 0.0 0.0 0.0 0.30
H -2.84727 -0.09885 4.11890 0.0 0.0 0.0 0.37
H -4.01771 1.08441 3.52431 0.0 0.0 0.0 0.46
H -3.33315 0.54080 -0.11010 0.0 0.0 0.0 0.10
H -4.67706 -0.17522 0.82505 0.0 0.0 -0.1 0.30
H -4.25296 1.53554 1.03634 0.0 0.0 0.0 0.49
H -3.04166 -2.19382 -4.27116 0.0 0.0 0.0 0.42
H -2.36956 -4.61662 -1.16715 0.0 0.0 -0.1 -0.96
H -4.06077 -4.52692 -3.70948 0.0 0.0 0.0 0.33
H -2.61385 -5.51345 -3.47880 0.0 0.0 0.0 0.37
H -4.06102 -5.81564 -2.49914 0.0 0.0 0.0 0.45
H -4.71094 -2.80097 -1.87298 0.0 0.0 0.0 0.39
H -4.72715 -4.10071 -0.66396 0.0 0.0 0.0 0.41
H -3.70400 -2.66932 -0.42718 0.0 0.0 0.0 -0.04
H 0.19431 0.19134 -4.12849 0.0 0.0 0.0 0.02
H -1.41977 -1.16791 -6.35056 0.0 0.0 0.0 0.30
H -0.27961 0.16155 -6.60598 0.0 0.0 0.0 0.43
H 0.29914 -1.41035 -6.02413 0.0 0.0 0.0 0.37
H -2.79578 0.39851 -4.75685 0.0 0.0 0.0 0.31
H -1.94868 1.14992 -3.39080 0.0 0.0 0.0 0.22
H -1.62230 1.67963 -5.05570 0.1 0.0 0.0 0.44
N 0.24129 2.06594 -0.92896 0.4 0.4 -0.4 -0.65
C 1.06910 2.71186 -1.42461 -0.1 -0.1 -0.1 0.41
N 2.02286 3.43441 -1.98512 -0.1 0.0 0.2 0.28
C 3.29845 3.65261 -1.29770 0.1 0.0 0.0 0.11
C 4.42639 2.92683 -2.04026 0.2 0.1 -0.1 -0.62
C 4.13475 2.85997 -3.54939 0.0 0.0 0.0 -0.68
C 3.27713 4.04441 -3.98547 0.0 0.0 0.0 -0.75
C 1.89063 3.93638 -3.34827 0.0 0.0 0.0 -0.71
H 3.20171 3.29990 -0.27358 0.0 0.1 0.0 -0.37
H 3.48892 4.72792 -1.24795 0.0 0.0 0.0 0.33
H 4.53574 1.91860 -1.64161 0.2 0.5 -0.3 0.26
H 5.36509 3.45193 -1.85057 0.0 0.1 0.0 0.45
H 3.59536 1.93646 -3.78035 0.0 0.0 0.0 0.24
H 5.06737 2.83039 -4.11589 0.0 0.0 0.0 0.44
H 3.16233 4.07596 -5.07097 0.0 0.0 0.0 0.44
H 3.76208 4.97905 -3.68955 0.0 0.0 0.0 0.33
H 1.28442 3.22531 -3.90682 -0.1 -0.1 -0.1 0.35
H 1.37280 4.90294 -3.36072 0.0 0.0 0.0 0.27
N 0.42754 1.21915 2.87039 -0.2 0.0 0.0 -0.02
C 1.35691 2.24308 3.02138 0.1 -0.1 0.0 -0.03
C 2.22217 2.28890 4.11903 0.1 0.0 0.0 -0.57
C 3.14646 3.31393 4.25670 0.0 0.0 0.0 -0.71
C 3.22687 4.33054 3.31461 0.0 0.0 0.0 0.05
C 2.35387 4.30160 2.23674 0.0 0.0 0.0 -0.40
C 1.43190 3.27755 2.08576 -0.1 0.0 0.0 0.00
S 4.40366 5.66684 3.51152 0.0 0.0 0.0 1.28
O 4.53526 6.24051 2.17403 0.0 0.0 0.0 -0.71
O 5.61634 5.02420 4.00838 0.0 0.0 0.0 -0.73
O 3.79107 6.57218 4.47941 0.0 0.0 0.0 -0.72
H 0.56887 0.41207 3.45578 0.1 0.0 -0.1 0.23
H 0.15653 0.96370 1.91373 0.1 0.1 0.1 -0.47
H 2.18414 1.49045 4.85447 0.0 0.0 0.0 0.32
H 3.83502 3.32621 5.09276 0.0 0.0 0.0 0.37
H 2.42100 5.09842 1.50600 0.0 0.0 0.0 0.38
H 0.75431 3.25629 1.24219 0.0 0.0 0.0 0.51